114
Properties=species:S:1:pos:R:3:forces:R:3 method="wB97M-V/def2-TZVPD" homo_lumo_gap_ha="0.2548 / 0.2784" e_lumo_ev="-9.9056 / -10.4018" total_charge=+4 relative_energy_kcal_mol=13.6 spin_multiplicity=3 s2=2.011 homo_ev="-16.84 / -17.98"
W -1.2809 0.7884 0.8340 -0.901 -0.504 -0.502
C -0.4671 -0.1451 5.0019 -0.012 -0.080 -0.081
C -0.4729 1.0860 5.6369 0.004 0.155 0.025
C -0.6180 2.2367 4.8735 0.029 -0.035 0.206
C -0.7706 2.1302 3.5067 -0.059 0.349 -0.144
N -0.8205 0.9277 2.9004 0.302 -0.277 -0.074
C -0.6504 -0.1852 3.6358 0.069 -0.053 0.101
C -0.8231 3.2815 2.5802 0.022 -0.247 0.272
C -0.5854 4.5906 2.9559 0.015 0.187 0.022
C -0.5093 5.5679 1.9755 0.008 0.018 0.115
C -0.6463 5.1981 0.6456 -0.007 -0.035 -0.097
C -0.8961 3.8737 0.3512 -0.039 0.097 0.064
N -1.0134 2.9339 1.2988 -0.003 0.055 -0.047
H -0.3274 -1.0662 5.5504 -0.006 0.016 -0.009
H -0.3539 1.1535 6.7106 -0.007 0.015 -0.012
H -0.6109 3.2091 5.3444 0.006 -0.024 0.027
H -0.6420 -1.1264 3.0975 -0.028 0.009 0.020
H -0.4403 4.8483 3.9951 -0.002 0.023 -0.016
H -0.3221 6.5992 2.2450 -0.001 -0.010 0.002
H -0.5536 5.9208 -0.1533 -0.005 0.001 0.014
H -0.9847 3.5418 -0.6763 0.040 0.019 -0.006
N 0.5317 1.0143 0.0992 -0.408 0.130 0.078
S 1.9580 0.8802 -0.2620 0.241 0.022 0.113
N 2.5159 -0.4978 -0.8518 0.055 -0.050 0.002
S 1.7639 -1.5384 -1.7280 0.204 0.050 -0.285
N 0.7926 -2.5169 -1.0587 -0.139 -0.074 0.093
S -0.4585 -2.3645 -0.0802 0.131 -0.350 0.083
N -1.1833 -1.0904 0.0772 -0.257 0.686 0.287
C 0.1742 -2.9630 1.4572 0.154 0.081 0.098
C -0.5904 -3.8192 2.2390 0.050 0.112 0.118
C -0.1120 -4.1692 3.4977 -0.058 -0.010 -0.009
C 1.0995 -3.6660 3.9520 0.030 0.037 -0.017
C 1.8498 -2.8047 3.1547 -0.009 -0.029 0.038
C 1.3915 -2.4469 1.8976 -0.009 -0.109 -0.078
C -1.5133 -3.6164 -0.6902 -0.012 -0.157 -0.183
C -1.0147 -4.9010 -0.9071 -0.137 0.059 -0.032
C -1.8770 -5.8561 -1.4141 -0.009 -0.012 0.003
C -3.1965 -5.5196 -1.7109 0.002 -0.024 -0.009
C -3.6675 -4.2319 -1.4984 0.007 0.019 0.008
C -2.8223 -3.2611 -0.9754 -0.082 -0.167 -0.007
C 1.0142 -0.7930 -3.1354 -0.024 0.048 -0.079
C -0.3619 -0.8383 -3.3106 0.040 0.049 0.007
C -0.8918 -0.2938 -4.4710 -0.034 -0.002 -0.040
C -0.0541 0.2538 -5.4348 -0.013 -0.014 0.000
C 1.3238 0.2766 -5.2460 0.008 0.054 0.016
C 1.8720 -0.2460 -4.0882 -0.076 0.067 0.015
C 3.0345 -2.5628 -2.3515 0.136 -0.049 0.065
C 4.3402 -2.0836 -2.4028 -0.069 -0.103 -0.026
C 5.3086 -2.9005 -2.9636 0.026 0.000 -0.001
C 4.9649 -4.1526 -3.4578 0.032 0.001 -0.011
C 3.6518 -4.6053 -3.4014 -0.027 -0.029 -0.011
C 2.6645 -3.8111 -2.8454 0.094 0.072 -0.036
C 3.0174 1.0366 1.1344 0.140 -0.005 0.062
C 4.2131 0.3292 1.2344 -0.113 0.040 0.123
C 5.0112 0.5426 2.3488 0.004 0.003 0.024
C 4.6180 1.4450 3.3297 0.034 -0.014 0.012
C 3.4226 2.1441 3.2105 -0.035 0.027 0.002
C 2.6124 1.9468 2.1044 0.138 -0.027 -0.011
C 2.4070 2.1642 -1.3766 0.032 0.036 -0.166
C 3.7051 2.6653 -1.3849 -0.111 0.008 -0.086
C 4.0201 3.6592 -2.3003 -0.003 0.015 0.011
C 3.0542 4.1323 -3.1795 0.012 0.007 0.004
C 1.7617 3.6197 -3.1529 -0.029 -0.021 -0.043
C 1.4257 2.6245 -2.2499 0.106 0.067 -0.004
H -1.5261 -4.2249 1.8780 -0.011 -0.018 -0.039
H -0.6799 -4.8551 4.1125 0.013 -0.002 -0.004
H 1.4725 -3.9642 4.9236 0.004 0.003 -0.015
H 2.8052 -2.4339 3.5026 -0.007 0.000 0.012
H 1.9915 -1.8059 1.2584 -0.063 -0.062 0.064
H 0.0153 -5.1489 -0.6826 -0.003 0.021 0.016
H -1.5233 -6.8644 -1.5831 -0.013 0.008 -0.003
H -3.8610 -6.2722 -2.1146 0.011 -0.001 0.002
H -4.6917 -3.9840 -1.7434 0.010 -0.012 0.002
H -3.1608 -2.2488 -0.7970 0.021 -0.005 -0.008
H -1.0075 -1.2993 -2.5751 0.014 -0.003 -0.031
H -1.9594 -0.3335 -4.6417 0.006 0.005 -0.004
H -0.4749 0.6427 -6.3529 0.004 0.006 0.011
H 1.9726 0.6875 -6.0079 -0.012 -0.011 0.001
H 2.9455 -0.2485 -3.9462 -0.012 -0.004 0.008
H 4.5937 -1.1079 -2.0132 -0.006 0.003 0.000
H 6.3338 -2.5598 -3.0137 -0.004 -0.006 0.003
H 5.7291 -4.7836 -3.8919 -0.004 0.005 -0.003
H 3.3969 -5.5806 -3.7928 0.007 0.002 0.004
H 1.6389 -4.1499 -2.7987 0.003 -0.002 0.000
H 4.5057 -0.3780 0.4723 0.009 0.016 -0.008
H 5.9449 0.0058 2.4491 0.001 0.007 -0.001
H 5.2531 1.6109 4.1901 -0.005 -0.006 -0.007
H 3.1337 2.8533 3.9753 0.006 -0.004 -0.010
H 1.6904 2.4972 1.9798 -0.030 0.040 -0.009
H 4.4532 2.3133 -0.6876 -0.005 -0.033 0.003
H 5.0193 4.0728 -2.3168 -0.003 -0.007 -0.010
H 3.3099 4.9087 -3.8887 -0.003 -0.005 0.013
H 1.0174 3.9921 -3.8450 0.019 -0.001 -0.003
H 0.4267 2.2058 -2.2265 0.030 -0.032 -0.018
C -6.5274 2.6663 -0.0879 0.086 0.002 -0.045
N -5.0806 2.6520 -0.3712 0.041 0.054 -0.048
C -4.5251 3.7348 -1.1905 -0.045 -0.049 -0.008
C -4.2861 1.6734 0.0433 -0.246 -0.201 -0.228
N -2.9797 1.6506 -0.1845 0.572 -0.099 0.233
N -4.9090 0.6159 0.6694 0.195 0.026 0.020
C -4.2898 -0.3229 1.4630 -0.112 0.008 0.046
N -5.0764 -1.3334 1.8585 0.002 0.014 -0.031
N -3.0468 -0.1882 1.8038 0.159 0.078 -0.089
H -6.8901 3.6773 -0.2383 -0.025 -0.005 0.023
H -6.7185 2.3994 0.9499 -0.013 0.040 0.018
H -7.0756 2.0072 -0.7640 0.008 -0.018 -0.012
H -5.3239 4.4240 -1.4405 0.009 0.009 -0.011
H -4.1113 3.3477 -2.1241 0.001 -0.006 0.010
H -3.7636 4.2870 -0.6368 -0.009 0.025 0.011
H -2.7139 2.4805 -0.6972 -0.027 0.021 0.006
H -5.9058 0.5376 0.5426 0.020 0.022 0.058
H -6.0476 -1.3971 1.6008 -0.006 0.007 0.035
H -4.7366 -2.0255 2.5052 -0.011 0.012 0.008
H -2.7450 -0.9818 2.3590 -0.025 0.035 0.035



113
Properties=species:S:1:pos:R:3:forces:R:3 method="wB97M-V/def2-TZVPD" homo_lumo_gap_ha=0.1425 e_lumo_ev=-1.0183 total_charge=0 relative_energy_kcal_mol=25.7 homo_ev=-4.90
Cs 0.9852 0.6005 1.0046 0.213 -1.033 -1.444
N -2.5814 3.7367 -2.8771 0.001 0.052 0.096
C -3.1337 4.6875 -1.9904 0.044 -0.088 -0.110
C -3.8237 5.7778 -2.4922 0.003 0.013 -0.046
C -4.3717 6.7235 -1.6312 -0.008 -0.007 -0.002
C -4.2276 6.5811 -0.2625 0.026 -0.007 -0.023
C -3.5341 5.4855 0.2418 0.003 -0.014 0.029
C -2.9970 4.5411 -0.6133 0.021 -0.024 -0.087
S -2.1360 3.1455 0.0365 -0.245 -0.195 0.267
N -1.5212 2.3498 -1.2993 0.277 -0.075 0.247
C -1.7703 2.6873 -2.4945 -0.040 0.083 -0.314
C -1.1568 1.8626 -3.6006 -0.090 0.177 0.247
C -1.4758 2.0579 -4.9364 -0.070 0.013 -0.156
C -0.8585 1.2695 -5.8989 -0.070 0.069 -0.022
C 0.0546 0.3186 -5.4965 0.041 -0.063 0.028
C 0.3028 0.1892 -4.1348 -0.019 0.045 0.071
N -0.2866 0.9333 -3.2069 0.099 -0.076 -0.014
H -2.6245 3.9693 -3.8506 0.018 0.038 -0.015
H -3.9371 5.8879 -3.5664 0.006 0.004 0.044
H -4.9113 7.5675 -2.0402 0.014 -0.006 0.004
H -4.6421 7.3170 0.4139 -0.010 -0.023 -0.012
H -3.4053 5.3642 1.3125 0.003 0.017 -0.042
H -2.2037 2.7910 -5.2565 0.001 -0.012 0.005
H -1.0962 1.4039 -6.9460 -0.001 0.006 0.005
H 0.5631 -0.3173 -6.2083 0.007 0.002 0.015
H 1.0111 -0.5463 -3.7731 -0.015 0.007 0.003
C 3.3984 -1.8096 1.7181 -0.482 0.468 0.312
Si 3.2771 -3.4834 1.1615 0.206 0.184 -0.012
C 3.3068 -3.5640 -0.7491 -0.112 0.082 -0.018
N 2.6770 -2.3764 -1.3504 0.005 -0.110 -0.213
C 1.2303 -2.4580 -1.4528 0.208 0.054 -0.052
C 0.7139 -3.2176 -2.7110 0.014 -0.046 0.099
C 1.8539 -3.7484 -3.5855 -0.018 0.039 0.021
C 2.9261 -2.6905 -3.8592 -0.033 0.018 0.067
C 3.2569 -1.8720 -2.5803 -0.089 -0.078 0.042
C 1.6984 -4.3887 1.7156 -0.119 -0.125 -0.026
C 1.4110 -5.6901 1.2837 -0.084 0.042 0.040
C 0.2297 -6.3325 1.6366 0.047 0.054 -0.001
C -0.6967 -5.6847 2.4458 0.024 0.021 -0.003
C -0.4320 -4.3980 2.8946 0.064 0.011 -0.024
C 0.7497 -3.7614 2.5245 -0.050 -0.092 0.034
C 4.6846 -4.6645 1.6906 -0.038 -0.249 0.066
C 4.5165 -5.7384 2.5715 0.098 0.033 -0.052
C 5.5964 -6.5026 3.0093 -0.060 0.051 -0.041
C 6.8769 -6.2119 2.5649 0.007 0.032 -0.032
C 7.0716 -5.1504 1.6865 -0.027 0.000 0.004
C 5.9901 -4.3899 1.2648 -0.018 -0.057 0.039
H 3.8804 -1.0841 1.0590 0.060 -0.077 0.041
H 3.6142 -1.6346 2.7784 0.163 -0.004 -0.163
H 2.8363 -4.5023 -1.0849 0.083 -0.006 -0.039
H 4.3494 -3.6165 -1.0778 -0.014 0.059 0.033
H 0.8576 -1.4258 -1.4791 -0.153 0.027 -0.032
H 0.8457 -2.9128 -0.5386 -0.011 0.023 -0.005
H 0.0840 -2.5520 -3.3107 -0.027 -0.013 -0.001
H 0.0762 -4.0505 -2.4077 -0.020 0.014 -0.017
H 1.4515 -4.1205 -4.5310 -0.007 -0.015 0.012
H 2.3160 -4.6034 -3.0934 0.009 -0.008 0.018
H 2.5813 -2.0148 -4.6519 0.029 -0.013 0.005
H 3.8237 -3.1777 -4.2447 -0.003 0.010 -0.012
H 2.8861 -0.8454 -2.7048 0.024 0.006 0.007
H 4.3351 -1.7896 -2.4430 0.023 -0.015 -0.003
H 2.1298 -6.2169 0.6614 -0.019 0.012 0.015
H 0.0325 -7.3393 1.2857 0.000 0.019 -0.002
H -1.6207 -6.1799 2.7205 0.016 0.008 0.003
H -1.1538 -3.8839 3.5199 0.009 -0.013 -0.002
H 0.9479 -2.7448 2.8549 -0.001 -0.020 -0.051
H 3.5212 -5.9822 2.9291 0.046 0.000 0.005
H 5.4363 -7.3260 3.6970 -0.007 0.024 -0.014
H 7.7203 -6.8034 2.9020 -0.011 0.011 -0.009
H 8.0714 -4.9112 1.3411 -0.020 -0.008 0.000
H 6.1636 -3.5446 0.6037 0.006 -0.018 0.035
C -0.0172 6.7907 0.1902 -0.004 0.002 0.055
C -0.1585 6.7569 1.5732 0.008 0.001 -0.020
C 0.1694 5.6137 2.2800 -0.045 -0.055 0.046
C 0.6356 4.4865 1.6065 0.101 0.105 -0.138
C 0.8142 4.5322 0.2268 0.056 -0.054 0.166
C 0.4789 5.6819 -0.4743 0.076 -0.070 -0.129
N 0.9254 3.2432 2.2715 0.104 0.478 0.082
N 0.6108 3.2561 3.4649 -0.144 0.104 0.493
C 0.8395 2.0777 4.2425 0.150 -0.296 0.180
C 0.4784 2.1712 5.5770 -0.178 0.270 0.048
C 0.6322 1.0616 6.3947 0.023 -0.019 0.003
C 1.1547 -0.0984 5.8527 -0.018 0.132 -0.011
C 1.5135 -0.0898 4.5093 0.061 -0.147 -0.122
N 1.3596 0.9699 3.7227 0.076 0.342 0.510
H -0.2871 7.6809 -0.3640 0.008 -0.011 0.012
H -0.5250 7.6276 2.1017 0.001 -0.005 0.001
H 0.0632 5.5740 3.3545 -0.026 0.014 -0.010
H 1.1921 3.6676 -0.3077 -0.037 -0.012 0.089
H 0.6062 5.7069 -1.5494 -0.002 -0.006 0.002
H 0.0753 3.1055 5.9452 -0.002 -0.041 0.011
H 0.3468 1.1071 7.4377 0.003 0.012 -0.011
H 1.2909 -0.9921 6.4455 0.011 0.008 -0.017
H 1.9421 -0.9689 4.0326 -0.007 0.079 -0.035
C -4.4236 0.6277 2.3046 -0.008 -0.043 -0.088
N -4.1030 0.3322 0.9242 -0.028 0.017 0.087
C -3.0756 -0.4581 0.5090 -0.085 0.188 -0.183
Se -1.8961 -1.4675 1.4850 -0.252 0.046 0.001
N -3.0725 -0.3773 -0.8461 -0.033 0.002 -0.114
C -4.0611 0.4807 -1.3061 0.178 -0.230 -0.005
C -4.4148 0.9093 -2.5725 -0.068 -0.028 -0.039
C -5.4636 1.8166 -2.6614 0.004 -0.027 0.066
C -6.1310 2.2697 -1.5208 0.047 -0.010 -0.015
C -5.7725 1.8301 -0.2525 -0.029 0.089 0.024
C -4.7247 0.9307 -0.1710 0.073 -0.052 0.242
H -3.8256 -0.0241 2.9354 0.020 -0.012 0.005
H -5.4820 0.4439 2.4873 -0.002 0.002 0.001
H -4.1887 1.6704 2.5267 0.005 0.000 -0.007
H -2.3696 -0.8454 -1.3933 0.037 0.025 -0.019
H -3.8929 0.5573 -3.4541 -0.021 0.003 0.022
H -5.7703 2.1788 -3.6342 0.001 -0.002 0.009
H -6.9391 2.9820 -1.6256 0.011 -0.017 -0.002
H -6.2793 2.1920 0.6334 0.012 -0.019 -0.038